No. 1
{
  "formula": "C51H70F41N2O12PS3",
  "method": "ωB97M-V/def2-TZVPD",
  "symbols": ["C", "C", "C", "C", "C", "C", "C", "C", "C", "O", "N", "O", "C", "P", "O", "O", "C", "S", "O", "O", "O", "C", "C", "C", "F", "C", "C", "C", "C", "N", "C", "C", "C", "C", "C", "S", "S", "C", "C", "C", "H", "H", "H", "H", "H", "H", "H", "H", "H", "H", "H", "H", "H", "H", "H", "H", "H", "H", "H", "H", "H", "H", "H", "H", "H", "H", "H", "H", "H", "H", "H", "H", "H", "H", "H", "H", "H", "H", "H", "H", "H", "H", "H", "H", "H", "H", "H", "H", "H", "H", "F", "C", "F", "C", "F", "F", "C", "O", "C", "F", "F", "C", "F", "F", "H", "H", "H", "H", "F", "C", "F", "C", "F", "F", "C", "O", "C", "F", "F", "C", "F", "F", "H", "H", "H", "H", "F", "C", "F", "C", "F", "F", "C", "O", "C", "F", "F", "C", "F", "F", "H", "H", "H", "H", "F", "C", "F", "C", "F", "F", "C", "O", "C", "F", "F", "C", "F", "F", "H", "H", "H", "H", "F", "C", "F", "C", "F", "F", "C", "O", "C", "F", "F", "C", "F", "F", "H", "H", "H", "H"],
  "coordinates": [[5.624, 2.427, 1.303], [4.760, 1.183, 1.454], [5.441, -0.077, 0.915], [4.783, -1.284, 1.573], [4.634, -2.467, 0.636], [4.327, -3.768, 1.338], [3.261, -3.602, 2.428], [1.987, -3.150, 1.735], [0.671, -3.300, 2.467], [0.088, -4.598, 2.456], [0.985, -5.600, 2.181], [0.450, -6.595, 2.116], [0.761, -2.907, 3.951], [1.581, -4.245, 5.009], [1.995, -3.507, 6.438], [0.501, -5.492, 5.226], [1.425, -1.531, 4.063], [0.480, -0.387, 3.040], [1.360, 0.698, 2.737], [-0.612, 0.143, 3.806], [0.051, -1.027, 1.639], [-0.356, -2.419, 1.690], [-0.493, -2.815, 0.230], [-1.293, -4.040, -0.083], [-0.546, -5.153, -0.095], [-1.768, -2.425, 2.299], [-2.759, -1.610, 1.429], [-3.607, -0.668, 2.317], [-4.810, -0.155, 1.477], [-6.027, -0.028, 2.303], [-6.709, 1.192, 1.777], [-6.144, 2.435, 2.484], [-5.531, 2.034, 3.801], [-6.665, 1.473, 4.675], [-6.889, -1.113, 2.029], [-7.245, -2.187, 3.177], [-7.581, -1.207, 0.377], [-7.357, -2.905, -0.267], [-6.305, -3.764, 0.450], [-7.029, -4.878, 1.229], [6.424, 2.420, 2.013], [6.035, 2.433, 0.312], [5.041, 3.315, 1.418], [4.584, 0.992, 2.495], [3.823, 1.374, 0.969], [6.465, 0.018, 1.212], [5.366, -0.131, -0.153], [5.335, -1.492, 2.472], [3.801, -0.966, 1.886], [3.885, -2.217, -0.092], [5.562, -2.575, 0.105], [4.037, -4.560, 0.677], [5.214, -4.074, 1.861], [3.186, -4.545, 2.915], [3.682, -2.905, 3.128], [1.922, -3.728, 0.834], [2.163, -2.150, 1.391], [-0.223, -2.781, 4.386], [1.673, -3.979, 7.185], [0.011, -5.334, 6.028], [1.273, -1.190, 5.066], [2.476, -1.510, 3.882], [0.444, -2.920, -0.277], [-0.963, -2.003, -0.282], [-2.157, -4.219, 0.515], [-1.641, -3.942, -1.090], [-2.135, -3.428, 2.379], [-1.826, -2.015, 3.286], [-2.217, -0.945, 0.786], [-3.420, -2.235, 0.863], [-3.876, -1.196, 3.208], [-3.008, 0.188, 2.544], [-4.518, 0.779, 1.071], [-4.940, -0.862, 0.681], [-6.513, 1.308, 0.726], [-7.763, 1.139, 1.969], [-5.376, 2.833, 1.847], [-6.934, 3.142, 2.619], [-4.709, 1.368, 3.647], [-5.134, 2.915, 4.271], [-6.695, 1.914, 5.646], [-6.616, 0.409, 4.754], [-7.577, 1.705, 4.159], [-7.092, -2.854, -1.300], [-8.296, -3.408, -0.178], [-5.708, -4.263, -0.290], [-5.631, -3.209, 1.068], [-7.879, -4.424, 1.691], [-7.418, -5.553, 0.491], [-6.389, -5.379, 1.918], [-5.439, 2.544, -4.727], [-4.810, 3.552, -5.329], [-4.734, 3.227, -6.639], [-3.391, 3.808, -4.788], [-2.595, 2.757, -5.053], [-2.899, 4.853, -5.506], [-3.236, 4.203, -3.285], [-2.857, 3.216, -2.295], [-3.791, 2.401, -1.677], [-5.024, 2.829, -1.933], [-3.613, 2.552, -0.358], [-3.582, 0.915, -2.003], [-3.628, 0.674, -3.317], [-4.563, 0.180, -1.430], [-5.426, 4.450, -5.237], [-2.388, 4.885, -3.268], [-4.082, 4.791, -2.942], [-2.611, 0.575, -1.635], [1.204, 8.324, -6.801], [0.188, 8.168, -5.956], [0.161, 9.277, -5.182], [0.314, 6.924, -5.057], [1.366, 7.050, -4.232], [-0.797, 6.931, -4.269], [0.361, 5.511, -5.709], [1.619, 4.831, -5.892], [2.408, 5.047, -7.006], [1.739, 5.725, -7.936], [2.649, 3.842, -7.535], [3.756, 5.684, -6.649], [3.612, 6.847, -6.014], [4.458, 5.923, -7.775], [-0.741, 8.134, -6.533], [-0.151, 4.866, -4.999], [-0.239, 5.470, -6.614], [4.332, 5.018, -6.005], [-3.266, -2.596, 10.010], [-3.646, -3.821, 9.669], [-2.802, -4.673, 10.298], [-3.594, -4.089, 8.153], [-2.331, -4.039, 7.710], [-4.007, -5.380, 7.998], [-4.470, -3.249, 7.196], [-3.897, -2.150, 6.466], [-3.791, -0.863, 6.979], [-4.513, -0.757, 8.096], [-4.393, -0.095, 6.090], [-2.344, -0.387, 7.137], [-1.633, -1.197, 7.940], [-2.333, 0.843, 7.689], [-4.654, -3.993, 10.056], [-4.741, -3.942, 6.402], [-5.412, -2.964, 7.658], [-1.848, -0.352, 6.166], [3.684, 0.077, -5.632], [4.029, -0.849, -4.731], [4.481, -1.913, -5.435], [2.858, -1.290, -3.826], [1.915, -1.910, -4.559], [3.373, -2.224, -2.988], [2.156, -0.244, -2.907], [0.909, 0.348, -3.321], [0.856, 1.473, -4.120], [2.056, 2.037, -4.207], [0.076, 2.353, -3.477], [0.226, 1.199, -5.484], [0.881, 0.251, -6.158], [0.261, 2.318, -6.228], [4.858, -0.460, -4.140], [1.872, -0.812, -2.023], [2.848, 0.513, -2.546], [-0.812, 0.878, -5.382], [7.743, 2.635, -4.080], [7.100, 1.486, -4.253], [6.123, 1.453, -3.314], [7.997, 0.240, -4.105], [8.455, 0.128, -2.849], [7.174, -0.828, -4.313], [9.189, 0.057, -5.090], [10.529, 0.400, -4.680], [11.059, 1.677, -4.781], [10.276, 2.456, -5.524], [12.205, 1.554, -5.456], [11.390, 2.278, -3.410], [10.318, 2.338, -2.616], [11.847, 3.534, -3.567], [6.621, 1.501, -5.236], [9.256, -1.018, -5.236], [8.965, 0.463, -6.073], [12.151, 1.681, -2.907]],
  "spin_multiplicity": 1,
  "total_energy_ev": -234778.587,
  "orbital_gap_ev": 8.08,
  "smiles": "CCCCCCCC[C@@]1(ON=O)[C@@H](P(O)O)CS(=O)(=O)O[C@]1(CCF)CCCCN(CCCC)C(=S)SCCC.FC(F)C(F)(F)COC(F)(F)C(F)F.FC(F)C(F)(F)COC(F)(F)C(F)F.FC(F)C(F)(F)COC(F)(F)C(F)F.FC(F)C(F)(F)COC(F)(F)C(F)F.FC(F)C(F)(F)COC(F)(F)C(F)F",
  "max_force_ha_per_bohr": 0.081
}

No. 2
{
  "formula": "C51H72BClN13STi",
  "method": "ωB97M-V/def2-TZVPD",
  "symbols": ["Ti", "C", "C", "C", "C", "N", "N", "B", "N", "N", "C", "C", "C", "C", "C", "C", "C", "C", "N", "N", "C", "C", "C", "C", "C", "C", "C", "C", "C", "C", "C", "C", "H", "H", "H", "H", "H", "H", "H", "H", "H", "H", "H", "H", "H", "H", "H", "H", "H", "H", "H", "H", "H", "H", "H", "H", "H", "H", "H", "H", "H", "H", "H", "H", "H", "H", "H", "H", "H", "H", "H", "H", "C", "C", "C", "C", "C", "C", "N", "N", "C", "C", "C", "C", "C", "N", "H", "H", "H", "H", "H", "H", "H", "H", "H", "Cl", "C", "C", "C", "C", "C", "C", "C", "H", "H", "H", "H", "H", "H", "C", "C", "C", "C", "N", "C", "S", "N", "H", "H", "H", "H", "H", "C", "C", "C", "C", "N", "N", "H", "H", "H", "H", "H", "H", "H", "H", "H", "H", "H", "H"],
  "coordinates": [[0.194, 1.000, -0.331], [2.776, 2.029, 4.259], [2.359, 2.372, 2.869], [2.459, 3.591, 2.239], [1.910, 3.431, 0.968], [1.504, 2.151, 0.835], [1.784, 1.510, 2.016], [1.760, -0.036, 2.324], [0.503, -0.528, 3.035], [-0.760, -0.510, 2.519], [-1.523, -1.151, 3.400], [-0.758, -1.570, 4.503], [0.524, -1.181, 4.231], [1.719, -1.449, 5.091], [-3.001, -1.444, 3.297], [-3.606, -0.931, 2.004], [-3.726, -0.805, 4.492], [-3.195, -2.969, 3.339], [2.140, -0.836, 1.058], [1.507, -0.811, -0.173], [2.186, -1.678, -0.957], [3.235, -2.231, -0.235], [3.183, -1.683, 1.020], [4.134, -1.961, 2.135], [1.945, -2.086, -2.400], [2.904, -1.337, -3.346], [2.251, -3.588, -2.533], [0.498, -1.862, -2.812], [1.805, 4.620, 0.019], [3.234, 5.113, -0.266], [1.034, 5.734, 0.754], [1.113, 4.377, -1.323], [3.020, 2.944, 4.794], [3.655, 1.382, 4.259], [1.978, 1.511, 4.791], [2.881, 4.489, 2.659], [2.649, -0.191, 3.094], [-1.087, -2.119, 5.370], [1.372, -1.768, 6.074], [2.360, -0.578, 5.219], [2.324, -2.258, 4.680], [-3.416, 0.126, 1.849], [-4.689, -1.084, 2.006], [-3.186, -1.490, 1.177], [-3.561, 0.276, 4.518], [-3.381, -1.220, 5.440], [-4.802, -0.985, 4.413], [-2.601, -3.449, 2.557], [-4.251, -3.214, 3.184], [-2.884, -3.385, 4.300], [3.943, -2.968, -0.573], [4.944, -2.577, 1.749], [3.652, -2.505, 2.944], [4.559, -1.045, 2.549], [3.911, -1.294, -2.924], [2.574, -0.324, -3.556], [2.955, -1.877, -4.297], [3.328, -3.772, -2.562], [1.825, -3.961, -3.467], [1.826, -4.158, -1.707], [0.217, -0.818, -2.679], [-0.151, -2.512, -2.213], [0.363, -2.114, -3.867], [3.750, 5.405, 0.650], [3.192, 5.982, -0.929], [3.822, 4.335, -0.757], [1.539, 6.034, 1.672], [0.021, 5.417, 1.011], [0.959, 6.609, 0.105], [1.760, 3.845, -2.017], [0.884, 5.346, -1.771], [0.175, 3.838, -1.220], [5.889, 2.190, -1.587], [5.259, 1.523, -0.547], [3.899, 1.262, -0.592], [3.135, 1.669, -1.682], [3.778, 2.332, -2.733], [5.136, 2.589, -2.683], [1.728, 1.425, -1.736], [1.292, 1.526, -2.952], [-0.043, 1.654, -3.059], [-0.617, 1.763, -4.332], [-1.949, 2.070, -4.433], [-2.704, 2.217, -3.264], [-2.109, 1.983, -2.055], [-0.789, 1.727, -1.924], [6.951, 2.396, -1.544], [5.831, 1.192, 0.311], [3.446, 0.721, 0.220], [3.198, 2.654, -3.586], [5.607, 3.113, -3.505], [0.028, 1.626, -5.188], [-2.417, 2.189, -5.401], [-3.751, 2.482, -3.306], [-2.680, 2.013, -1.140], [-2.499, 4.704, -0.623], [-3.220, 3.748, 0.656], [-4.507, 4.098, 1.036], [-5.087, 3.497, 2.140], [-4.346, 2.583, 2.875], [-3.067, 2.243, 2.473], [-2.468, 2.771, 1.322], [-1.056, 2.421, 1.005], [-5.035, 4.861, 0.479], [-6.089, 3.773, 2.444], [-4.766, 2.134, 3.768], [-2.474, 1.558, 3.068], [-0.598, 2.062, 1.924], [-0.564, 3.336, 0.687], [-1.041, -5.741, -3.839], [-0.305, -5.706, -2.526], [0.628, -6.676, -2.188], [1.262, -6.505, -0.968], [0.992, -5.513, -0.135], [0.031, -4.626, -0.508], [-0.375, -3.362, 0.594], [-0.588, -4.691, -1.716], [-0.982, -6.727, -4.299], [-0.609, -5.011, -4.529], [-2.085, -5.473, -3.683], [0.849, -7.506, -2.846], [2.034, -7.196, -0.638], [-4.530, -0.440, -1.041], [-3.503, -1.350, -1.717], [-3.805, -1.444, -3.215], [-3.561, -2.778, -1.163], [-2.157, -0.718, -1.696], [-1.472, -0.491, -0.451], [-5.456, -0.993, -0.881], [-4.756, 0.427, -1.666], [-4.193, -0.079, -0.065], [-4.849, -1.720, -3.368], [-3.178, -2.210, -3.681], [-3.615, -0.488, -3.708], [-4.528, -3.218, -1.426], [-3.461, -2.838, -0.087], [-2.764, -3.391, -1.589], [-1.558, -1.317, -2.244], [-1.159, -1.389, -0.025], [-2.131, -0.084, 0.213]],
  "de_lowest_kj_mol": 102.51,
  "spin_multiplicity": 2,
  "total_energy_ev": -120579.186,
  "orbital_gap_ev": [5.12, 4.47],
  "s2": 0.77,
  "max_force_ha_per_bohr": 0.016
}

No. 3
{
  "formula": "C51H72O45",
  "method": "ωB97M-V/def2-TZVPD",
  "symbols": ["C", "C", "O", "C", "O", "O", "H", "H", "H", "H", "C", "C", "O", "C", "O", "O", "H", "H", "H", "H", "C", "C", "O", "C", "O", "O", "H", "H", "H", "H", "C", "C", "O", "C", "O", "O", "H", "H", "H", "H", "C", "C", "O", "C", "O", "O", "H", "H", "H", "H", "C", "C", "O", "C", "O", "O", "H", "H", "H", "H", "C", "C", "O", "C", "O", "O", "H", "H", "H", "H", "C", "C", "O", "C", "O", "O", "H", "H", "H", "H", "C", "C", "O", "C", "O", "O", "H", "H", "H", "H", "C", "C", "C", "O", "C", "O", "O", "H", "H", "H", "H", "H", "H", "C", "C", "C", "O", "C", "O", "O", "H", "H", "H", "H", "H", "H", "C", "C", "C", "O", "C", "O", "O", "H", "H", "H", "H", "H", "H", "C", "C", "C", "O", "C", "O", "O", "H", "H", "H", "H", "H", "H", "C", "C", "C", "O", "C", "O", "O", "H", "H", "H", "H", "H", "H", "C", "C", "C", "O", "C", "O", "O", "H", "H", "H", "H", "H", "H"],
  "coordinates": [[-3.102, -3.090, 4.611], [-1.739, -3.683, 5.079], [-1.807, -5.024, 4.663], [-2.993, -5.324, 4.176], [-3.346, -6.432, 3.784], [-3.796, -4.246, 4.171], [-2.933, -2.370, 3.810], [-3.648, -2.677, 5.459], [-1.495, -3.673, 6.141], [-0.980, -3.141, 4.516], [2.004, 5.153, -5.191], [0.563, 4.859, -5.308], [0.328, 4.149, -4.139], [1.420, 3.767, -3.585], [1.486, 3.029, -2.584], [2.408, 4.511, -4.035], [2.141, 6.222, -5.030], [2.489, 4.871, -6.125], [0.349, 4.254, -6.189], [0.030, 5.805, -5.398], [-2.542, 3.341, -3.050], [-2.488, 2.477, -1.749], [-2.406, 3.446, -0.728], [-2.660, 4.719, -1.257], [-2.877, 5.754, -0.660], [-2.540, 4.689, -2.647], [-3.530, 3.141, -3.463], [-1.756, 3.220, -3.795], [-1.608, 1.855, -1.914], [-3.376, 1.867, -1.580], [-4.909, 3.900, 1.941], [-4.660, 4.488, 3.341], [-3.349, 4.065, 3.654], [-3.083, 3.026, 2.907], [-2.091, 2.340, 3.047], [-3.924, 2.963, 1.855], [-4.781, 4.682, 1.192], [-5.895, 3.445, 1.850], [-5.429, 4.110, 4.016], [-4.744, 5.573, 3.397], [1.331, -4.995, 1.904], [1.773, -5.583, 3.232], [2.704, -4.655, 3.720], [3.065, -3.820, 2.700], [3.958, -2.912, 2.716], [2.339, -4.116, 1.628], [0.409, -4.414, 1.898], [1.323, -5.825, 1.198], [2.250, -6.544, 3.041], [0.927, -5.833, 3.873], [4.816, 3.148, -1.810], [4.574, 1.946, -2.631], [5.631, 1.145, -2.174], [6.627, 1.771, -1.551], [7.594, 1.269, -1.007], [6.267, 3.023, -1.622], [4.205, 3.177, -0.908], [4.631, 4.090, -2.327], [4.626, 2.079, -3.712], [3.568, 1.628, -2.356], [1.578, -0.216, 4.929], [1.035, 1.132, 5.277], [-0.258, 0.922, 5.827], [-0.509, -0.412, 5.751], [-1.568, -0.931, 6.115], [0.566, -1.088, 5.388], [2.512, -0.513, 5.408], [1.742, -0.270, 3.853], [1.068, 1.701, 4.348], [1.603, 1.561, 6.102], [0.068, -4.986, -1.468], [-1.051, -5.262, -2.495], [-1.426, -6.588, -2.234], [-1.045, -6.906, -0.976], [-1.432, -7.812, -0.268], [-0.316, -5.882, -0.522], [0.041, -3.993, -1.019], [1.071, -5.330, -1.719], [-0.638, -4.950, -3.454], [-1.909, -4.617, -2.302], [5.445, -1.819, -1.155], [5.291, -3.215, -0.639], [6.634, -3.734, -0.837], [7.168, -2.936, -1.805], [8.307, -3.213, -2.254], [6.549, -1.778, -1.973], [5.656, -1.131, -0.336], [4.511, -1.579, -1.662], [4.511, -3.830, -1.089], [5.172, -3.179, 0.444], [1.549, 0.966, -5.899], [0.900, 0.111, -4.829], [-0.020, -1.108, -5.201], [0.483, -2.167, -4.400], [1.710, -1.809, -3.858], [2.427, -2.589, -3.196], [1.920, -0.481, -4.113], [2.185, 0.352, -6.538], [2.165, 1.786, -5.532], [0.813, 1.477, -6.519], [0.338, 0.732, -4.131], [0.125, -1.304, -6.263], [-1.095, -0.964, -5.094], [-6.227, -2.397, -1.817], [-4.816, -2.377, -2.572], [-4.894, -1.662, -3.917], [-3.666, -1.005, -4.052], [-3.126, -0.945, -2.818], [-2.105, -0.291, -2.495], [-3.905, -1.565, -1.912], [-6.587, -1.368, -1.822], [-6.152, -2.731, -0.782], [-6.918, -3.129, -2.234], [-4.246, -3.293, -2.729], [-5.696, -0.926, -3.870], [-5.149, -2.340, -4.732], [1.172, 0.148, -0.842], [0.944, -0.463, 0.568], [-0.023, 0.369, 1.452], [-0.927, -0.459, 1.936], [-0.773, -1.661, 1.438], [-1.468, -2.607, 1.693], [0.206, -1.664, 0.475], [2.018, -0.193, -1.438], [1.247, 1.235, -0.843], [0.314, -0.092, -1.470], [1.833, -0.567, 1.190], [-0.525, 1.132, 0.857], [0.612, 0.836, 2.205], [-4.158, -4.696, 0.360], [-4.628, -5.363, -0.885], [-4.453, -6.871, -0.735], [-5.725, -7.426, -1.029], [-6.615, -6.469, -1.031], [-7.888, -6.605, -1.262], [-6.030, -5.279, -0.760], [-4.696, -4.867, 1.293], [-4.248, -3.618, 0.227], [-3.083, -4.785, 0.514], [-4.259, -4.924, -1.812], [-4.201, -7.161, 0.285], [-3.670, -7.247, -1.393], [0.001, 4.427, 1.568], [0.519, 5.809, 1.039], [-0.482, 6.920, 0.954], [0.185, 7.978, 1.720], [1.187, 7.519, 2.388], [1.884, 8.121, 3.169], [1.335, 6.269, 2.109], [-0.815, 4.587, 2.273], [0.784, 3.910, 2.122], [-0.343, 3.756, 0.781], [1.058, 5.615, 0.112], [-1.371, 6.623, 1.511], [-0.762, 7.130, -0.078], [4.149, 5.862, 3.667], [4.769, 4.505, 3.330], [4.263, 3.379, 4.252], [3.434, 2.628, 3.444], [3.473, 3.052, 2.193], [3.039, 2.417, 1.230], [4.163, 4.130, 2.138], [4.772, 6.263, 4.466], [3.089, 5.748, 3.891], [4.365, 6.559, 2.857], [5.817, 4.750, 3.159], [3.665, 3.716, 5.099], [5.110, 2.863, 4.705]],
  "de_lowest_kj_mol": 0.00,
  "spin_multiplicity": 2,
  "total_energy_ev": -146179.459,
  "orbital_gap_ev": [7.76, 2.22],
  "s2": 0.75,
  "charge": 1,
  "max_force_ha_per_bohr": 0.131
}